DFT (ωB97M-V with the def2-TZVPD basis set) results for a structure of composition C48H49BBrFeN4O5.

Structure (XYZ):
```
109
C48H49BBrFeN4O5 | OMol25 | ωB97M-V with the def2-TZVPD basis set
Fe -0.3917 -0.0301 2.6560
Br 0.3923 -6.3163 6.7456
C 0.5489 -4.7312 5.8057
C 1.1335 -3.6699 6.5124
C 0.8488 -2.3909 6.0346
C 0.0565 -2.1340 4.8805
O -0.0478 -0.8824 4.4962
C -0.5868 -3.2501 4.2014
C -2.7418 -1.9406 3.1231
N -2.3181 -0.5932 2.6532
C -3.2709 0.2730 2.3080
C -4.6536 0.0442 2.0872
C -5.5203 1.1310 1.9182
C -5.0739 2.4583 2.0175
C -3.6506 2.7529 1.9893
C -3.0951 4.0415 1.7357
C -1.6921 4.1626 1.7282
C -0.8953 2.9969 2.0013
N -1.4299 1.8055 2.3392
C -2.7712 1.6381 2.2288
C -0.2186 -4.5349 4.6913
H 1.7384 -3.8585 7.3686
H 1.2314 -1.5556 6.6128
H -3.5630 -2.3180 2.4696
H -5.1402 -0.9618 2.0128
H -6.5821 0.8616 1.7970
H -5.8149 3.1937 2.1921
H -3.7097 4.9236 1.5146
H -1.1517 5.0630 1.3938
H 0.1777 3.0753 2.0572
H -0.4844 -5.4147 4.1298
C 1.9566 2.1426 -0.3280
C 2.5551 2.4530 1.1080
C 3.3016 3.6200 1.2378
C 3.7371 4.1917 2.4225
C 3.3604 3.5008 3.5661
C 2.7134 2.2310 3.5477
C 2.5266 1.5677 4.9261
C 2.3529 1.6509 2.2769
N 1.6704 0.3554 2.1769
C 2.1094 -0.6242 1.3760
C 3.4764 -0.5853 0.7268
C 1.3006 -1.8498 1.2793
C 1.9393 -3.0794 0.6316
N 0.0199 -1.7914 1.6827
C -0.9290 -2.8117 1.6871
C -1.5966 -3.2561 0.5598
C -1.1525 -2.7373 -0.7674
C -2.5337 -4.3177 0.6320
C -2.9238 -4.8762 1.8582
C -2.4188 -4.3188 3.0167
C -1.6236 -3.0860 3.0340
C -3.2568 -1.7394 4.5472
H 1.4685 3.0694 -0.6260
H 1.2306 1.3535 -0.2598
H 2.8332 1.9123 -1.0140
H 3.6456 4.1246 0.3477
H 4.4396 5.0491 2.4022
H 3.7872 3.8394 4.5248
H 3.3612 1.8847 5.5913
H 2.5410 0.5115 4.8177
H 1.5266 1.8342 5.2691
H 4.1635 0.1780 1.1486
H 3.3893 -0.5219 -0.3713
H 4.0277 -1.5348 0.9019
H 2.8445 -3.3790 1.1801
H 2.2022 -2.7426 -0.4167
H 1.2678 -3.9604 0.5957
H -0.9612 -1.6798 -0.9242
H -1.9146 -2.9907 -1.4941
H -0.1986 -3.2631 -1.0742
H -2.9369 -4.8231 -0.2504
H -3.7178 -5.7116 1.8368
H -2.7536 -4.7691 3.9698
H -4.2085 -1.1372 4.5110
H -2.4567 -1.2330 5.0898
H -3.5054 -2.7550 5.0074
C -0.4457 6.6533 -3.0130
C -0.0884 5.2108 -3.1478
O -0.1619 4.3845 -2.2626
O 0.4385 4.9959 -4.3876
H -0.9866 6.8485 -2.0928
H -1.0034 7.0381 -3.9234
H 0.4823 7.2304 -3.0224
C 0.5684 -2.6467 -7.0611
C 1.5620 -1.4324 -6.7463
C 2.2465 -1.4811 -5.3783
C 2.6415 -1.4287 -7.9007
C 0.7432 -0.1500 -6.7395
C -0.6424 -0.1013 -6.7368
C -1.3570 1.0850 -6.4135
C -0.5933 2.2080 -6.1802
O -1.0279 3.3802 -5.5595
B 0.1770 4.0085 -5.2596
O 1.3290 3.3960 -5.9281
C 0.7773 2.2589 -6.3523
C 1.4272 1.0840 -6.7437
H 1.1065 -3.5491 -7.2630
H -0.0236 -2.4079 -7.9410
H 0.0423 -2.7456 -6.1232
H 2.6763 -2.5529 -5.3430
H 1.5584 -1.1675 -4.5798
H 3.0809 -0.7669 -5.3132
H 3.1508 -2.3535 -7.6197
H 3.2757 -0.5440 -7.7020
H 2.1495 -1.3667 -8.8836
H -1.1665 -1.0234 -6.8664
H -2.4353 1.0981 -6.2467
H 2.5152 1.1025 -6.9322
```

Summary:
HOMO level (spin up / spin down) in eV: -6.29 / -6.33
Multiplicity: 6
E_LUMO (spin up / spin down) in hartree: -0.0454 / -0.0521
Gap between HOMO and LUMO (spin up / spin down) in eV: 5.06 / 4.91
Energy in eV: -171875.60600
Largest force on an atom in eV/A: 3.799